*1*
ORCA calculation (the ωB97M-V functional and the def2-TZVPD basis) on a single C2HN5O molecule.

Output
* highest occupied orbital energy: -10.51 eV
* SMILES: O=c1nncnnn1
* Kohn-Sham gap: 8.39 eV

Last column: Mulliken charge in e.
Element x y z (Å)
C: -1.10 0.14 -0.61  0.69
C: 0.76 -0.14 0.95  0.13
H: 1.02 0.37 1.99  0.31
N: -1.17 -1.21 0.17  -0.14
N: -0.08 -1.20 0.89  -0.13
N: 1.37 0.59 -0.01  -0.18
N: 1.11 0.31 -1.41  -0.04
N: -0.11 -0.05 -1.63  -0.17
O: -1.79 1.19 -0.33  -0.46

***

*2*
ORCA calculation (the ωB97M-V functional and the def2-TZVPD basis) on a single C2HN5O molecule.

Output
* highest occupied orbital energy: -9.94 eV
* SMILES: O=c1ncnnnn1
* Kohn-Sham gap: 7.79 eV

Last column: Mulliken charge in e.
Element x y z (Å)
C: -1.05 -0.19 0.12  0.47
C: 0.41 1.46 -0.25  0.18
H: 1.12 2.29 -0.88  0.30
N: -0.86 1.27 -0.51  -0.34
N: 1.08 0.67 0.69  -0.11
N: 1.63 -0.42 0.65  -0.02
N: 1.16 -1.23 -0.61  -0.04
N: -0.15 -1.13 -0.57  -0.01
O: -2.16 -0.51 0.52  -0.43

***

The energy of each structure relative to the most stable one, in kJ/mol, is as follows: *1* 0.0; *2* 50.8.

***

*1*
ORCA calculation (the ωB97M-V functional and the def2-TZVPD basis) on a single C4H8O2S2 molecule.

Output
* highest occupied orbital energy: -8.72 eV
* SMILES: CSSCCC(=O)O
* Kohn-Sham gap: 9.39 eV

Last column: Mulliken charge in e.
Element x y z (Å)
C: -1.33 0.09 0.79  -0.38
C: -2.44 0.81 0.03  0.54
O: -2.92 1.91 0.65  -0.44
O: -2.69 0.55 -1.16  -0.52
C: 0.08 0.68 0.49  -0.78
S: 0.59 0.28 -1.26  -0.04
S: 1.19 -1.58 -0.97  -0.04
C: 2.93 -1.60 -0.93  -0.75
H: -1.53 0.23 1.87  0.31
H: -1.29 -1.02 0.62  0.30
H: -3.82 2.13 0.65  0.33
H: 0.24 1.79 0.86  0.36
H: 0.96 0.35 1.14  0.30
H: 3.25 -2.58 -0.84  0.33
H: 3.40 -1.08 -1.85  0.25
H: 3.37 -0.95 -0.07  0.23

***

*2*
ORCA calculation (the ωB97M-V functional and the def2-TZVPD basis) on a single C4H8O2S2 molecule.

Output
* highest occupied orbital energy: -9.28 eV
* SMILES: COCSC(=O)CS
* Kohn-Sham gap: 9.92 eV

Last column: Mulliken charge in e.
Element x y z (Å)
C: 0.21 -1.10 -2.55  -0.62
C: -0.40 -1.46 -0.38  -0.52
C: 0.40 0.65 1.09  0.53
C: 0.31 1.61 2.28  -0.65
H: 1.15 -0.51 -2.37  0.24
H: 0.49 -2.15 -2.45  0.33
H: -0.22 -0.92 -3.55  0.24
H: -0.90 -2.44 -0.40  0.37
H: 0.67 -1.63 -0.33  0.37
H: -0.19 1.10 3.10  0.34
H: 1.28 1.93 2.58  0.33
H: -1.70 2.38 1.33  0.14
O: -0.74 -0.75 -1.55  -0.30
O: 1.25 0.80 0.23  -0.51
S: -0.91 -0.56 1.11  -0.10
S: -0.70 3.04 1.87  -0.17

***

The energy of each structure relative to the most stable one, in kJ/mol, is as follows: *1* 0.0; *2* 10.7.

***

*1*
ORCA calculation (the ωB97M-V functional and the def2-TZVPD basis) on a molecular structure, C5H11NS2.

Output
* highest occupied orbital energy: -8.44 eV
* Kohn-Sham gap: 8.75 eV

Last column: Mulliken charge in e.
Element x y z (Å)
C: -2.94 0.16 0.45  -0.65
C: 0.04 -0.27 0.17  -0.23
C: 0.79 -1.51 -0.09  -0.57
C: 2.10 0.36 0.47  -0.26
C: 0.90 0.79 -0.47  -0.09
H: -3.52 0.52 -0.87  0.22
H: -3.68 -0.77 1.19  0.25
H: -2.53 1.07 1.22  0.24
H: -0.08 -0.19 1.22  0.23
H: 0.59 -2.21 0.76  0.24
H: 0.44 -2.05 -1.12  0.32
H: 2.59 -1.01 -1.50  0.35
H: 3.21 0.98 0.50  0.28
H: 1.34 0.46 1.62  0.19
H: 0.95 0.41 -1.62  0.19
H: -1.18 2.10 -0.70  0.14
N: 2.26 -1.03 -0.29  -0.59
S: -1.52 -0.46 -0.66  -0.02
S: 0.26 2.63 -0.28  -0.25

***

*2*
ORCA calculation (the ωB97M-V functional and the def2-TZVPD basis) on a single C5H11NS2 molecule.

Output
* highest occupied orbital energy: -8.36 eV
* SMILES: CNC(C)(C)C(=S)S
* Kohn-Sham gap: 8.25 eV

Last column: Mulliken charge in e.
Element x y z (Å)
C: -1.65 -1.26 -0.73  -1.01
C: 0.09 0.29 0.16  1.16
C: 0.60 0.58 -1.26  -1.94
C: 0.07 1.57 0.99  -1.44
C: 0.94 -0.72 0.90  -0.01
H: -2.70 -1.48 -0.57  0.38
H: -1.11 -2.18 -0.48  0.32
H: -1.48 -1.08 -1.82  0.28
H: -1.90 0.61 -0.12  0.32
H: -0.13 1.28 -1.75  0.35
H: 0.73 -0.30 -1.81  0.53
H: 1.56 1.11 -1.26  0.54
H: -0.37 1.42 2.02  0.38
H: 1.18 1.97 1.18  0.27
H: -0.54 2.28 0.48  0.43
H: 3.01 -1.55 1.36  0.15
N: -1.33 -0.18 0.15  -0.40
S: 2.64 -0.64 0.48  -0.15
S: 0.39 -1.72 2.08  -0.17

***

The energy of each structure relative to the most stable one, in kJ/mol, is as follows: *1* 794.1; *2* 0.0.

***

*1*
ORCA calculation (the ωB97M-V functional and the def2-TZVPD basis) on a single C3H5BrS molecule.

Output
* highest occupied orbital energy: -8.22 eV
* SMILES: CS/C=C/Br
* Kohn-Sham gap: 9.09 eV

Last column: Mulliken charge in e.
Element x y z (Å)
C: 0.94 -0.46 1.10  0.06
C: 1.94 -0.35 1.96  -0.47
C: -0.87 0.51 -0.89  -0.86
S: 0.22 1.01 0.49  -0.06
Br: 2.82 -1.96 2.48  -0.18
H: 0.59 -1.29 0.43  0.29
H: 2.39 0.53 2.53  0.32
H: -1.05 1.39 -1.58  0.30
H: -1.80 0.14 -0.53  0.31
H: -0.39 -0.27 -1.34  0.30

***

*2*
ORCA calculation (the ωB97M-V functional and the def2-TZVPD basis) on a molecular structure, C3H5BrS.

Output
* highest occupied orbital energy: -9.31 eV
* Kohn-Sham gap: 8.42 eV

Last column: Mulliken charge in e.
Element x y z (Å)
C: -1.54 -0.21 0.26  -0.28
C: -1.54 0.49 -0.84  -0.51
C: 2.29 -0.43 0.51  -0.16
S: 2.24 -0.63 -1.09  -0.14
Br: 2.85 1.27 1.15  -0.03
H: -2.42 -0.14 0.84  0.25
H: -0.72 -0.88 0.51  0.12
H: -0.84 0.38 -1.66  0.17
H: -2.21 1.21 -1.05  0.26
H: 1.87 -1.06 1.36  0.33

***

*3*
ORCA calculation (the ωB97M-V functional and the def2-TZVPD basis) on 2 unconnected molecules or ions with the total composition C3H5BrS.

Output
* highest occupied orbital energy: -9.55 eV
* SMILES: S=CBr.C=C
* Kohn-Sham gap: 8.58 eV

Last column: Mulliken charge in e.
Element x y z (Å)
C: -0.27 -0.73 -1.62  -0.36
C: -0.64 0.46 -1.12  -0.31
C: 1.18 -0.06 2.02  -0.07
S: 2.35 0.92 1.60  -0.11
Br: -0.19 0.25 3.40  -0.07
H: 0.52 -1.34 -1.13  0.21
H: -0.82 -1.15 -2.43  0.24
H: -1.44 1.13 -1.45  0.26
H: -0.19 0.70 -0.11  -0.04
H: 0.72 -0.92 1.43  0.26

***

The energy of each structure relative to the most stable one, in kJ/mol, is as follows: *1* 0.0; *2* 87.7; *3* 78.5.